Record 1
Computed, not measured: a structure of composition C41H37F5P2Re, with ωB97M-V/def2-TZVPD.

Output
- strongest force on any atom (hartree/bohr) = 0.1088
- orbital gap (alpha / beta) (eV) = 6.24 / 5.51
- total charge = +2
- spin multiplicity = 4

XYZ file:
```
86
C41H37F5P2Re ωB97M-V/def2-TZVPD
Re -0.33 0.69 -1.10
C -1.74 1.04 -5.64
C -1.81 -0.27 -5.43
C -1.33 -1.28 -6.42
C 0.04 -0.99 -7.12
C 1.07 -0.20 -6.35
C 1.17 1.13 -6.36
C 0.18 2.06 -6.98
C -1.29 1.59 -6.97
C 1.11 0.35 0.37
H -2.15 1.76 -4.94
H -2.39 -0.70 -4.61
H -2.08 -1.39 -7.22
H -1.25 -2.26 -5.93
H 0.48 -1.98 -7.32
H -0.17 -0.56 -8.12
H 1.89 -0.82 -5.98
H 2.09 1.66 -6.14
H 0.46 2.27 -8.03
H 0.24 3.02 -6.43
H -1.89 2.48 -7.20
H -1.44 0.88 -7.81
H 0.81 1.18 1.04
H 2.19 0.43 0.17
H 0.90 -0.61 0.88
P -1.36 -0.95 -2.16
P 1.64 0.14 -2.10
C -0.18 -1.49 -3.39
C 1.10 -0.99 -3.38
C -2.47 -2.37 -1.99
C -2.85 -3.15 -3.09
C -3.66 -4.27 -2.88
C -4.10 -4.57 -1.59
C -3.77 -3.75 -0.50
C -2.97 -2.64 -0.71
C -2.70 0.49 -2.52
C -2.23 1.81 -2.52
C -3.11 2.84 -2.90
C -4.48 2.57 -3.03
C -4.96 1.27 -2.86
C -4.08 0.22 -2.62
C 3.16 -0.84 -1.61
C 2.95 -2.13 -1.10
C 4.03 -2.99 -0.87
C 5.33 -2.56 -1.15
C 5.56 -1.26 -1.62
C 4.48 -0.40 -1.85
C 2.41 1.79 -2.43
C 2.59 2.76 -1.43
C 3.04 4.03 -1.78
C 3.28 4.35 -3.12
C 3.12 3.38 -4.12
C 2.75 2.08 -3.75
H -0.46 -2.36 -3.98
H 1.89 -1.38 -4.03
H -2.52 -2.88 -4.09
H -3.94 -4.88 -3.74
H -4.72 -5.46 -1.43
H -4.14 -3.96 0.51
H -2.71 -1.97 0.11
H -1.15 2.07 -2.21
H -2.72 3.85 -3.07
H -5.17 3.38 -3.25
H -6.03 1.06 -2.89
H -4.44 -0.80 -2.48
H 1.93 -2.47 -0.90
H 3.84 -3.99 -0.48
H 6.16 -3.25 -1.01
H 6.58 -0.92 -1.81
H 4.66 0.61 -2.22
H 2.36 2.51 -0.40
H 3.20 4.78 -0.99
H 3.60 5.36 -3.39
H 3.28 3.63 -5.17
H 2.70 1.27 -4.48
F -0.68 -1.82 1.48
C -1.46 -0.72 1.71
C -1.55 0.31 0.74
C -2.37 1.36 1.17
F -2.48 2.47 0.40
C -3.05 1.39 2.39
F -3.85 2.43 2.69
C -2.91 0.37 3.32
F -3.59 0.37 4.48
C -2.11 -0.71 2.95
F -2.00 -1.75 3.79
```

Results of the Löwdin charge analysis, in e, for atoms 1 through 6: Re 1.1241; C -0.0691; C -0.1486; C -0.1766; C -0.1615; C -0.1192



Record 2
Computed, not measured: a structure of composition C41H37F5P2Ru, with ωB97M-V/def2-TZVPD.

Output
- strongest force on any atom (hartree/bohr) = 0.1071
- orbital gap (alpha / beta) (eV) = 5.57 / 5.76
- total charge = +2
- spin multiplicity = 5

XYZ file:
```
86
C41H37F5P2Ru ωB97M-V/def2-TZVPD
Ru -0.81 0.64 -3.99
C -2.30 0.95 -5.30
C -1.94 -0.42 -5.26
C -0.93 -0.95 -6.19
C 0.40 -0.03 -6.33
C 0.78 0.77 -5.13
C 0.22 2.09 -4.79
C -0.63 2.85 -5.76
C -1.82 1.99 -6.26
C 1.51 0.53 -0.49
H -3.35 1.06 -5.00
H -2.69 -1.12 -4.87
H -1.41 -0.96 -7.18
H -0.61 -1.97 -5.90
H 1.22 -0.73 -6.51
H 0.29 0.63 -7.20
H 1.83 0.63 -4.81
H 0.86 2.70 -4.14
H -0.04 3.25 -6.58
H -0.99 3.73 -5.22
H -2.63 2.70 -6.46
H -1.54 1.52 -7.19
H 0.62 1.16 -0.55
H 2.32 1.11 -0.01
H 1.30 -0.35 0.15
P -1.68 -0.78 -2.12
P 2.17 -0.10 -2.06
C -0.08 -1.59 -3.16
C 1.27 -1.36 -3.00
C -2.63 -2.42 -2.11
C -2.77 -3.51 -3.02
C -3.64 -4.60 -2.72
C -4.29 -4.61 -1.47
C -4.11 -3.59 -0.51
C -3.31 -2.50 -0.88
C -3.18 0.30 -2.47
C -2.87 1.67 -2.47
C -3.87 2.63 -2.48
C -5.20 2.21 -2.63
C -5.52 0.86 -2.75
C -4.51 -0.11 -2.65
C 3.50 -1.17 -1.47
C 3.12 -2.34 -0.79
C 4.09 -3.15 -0.24
C 5.44 -2.79 -0.40
C 5.81 -1.62 -1.06
C 4.83 -0.78 -1.59
C 2.87 1.43 -2.80
C 2.43 2.69 -2.30
C 2.96 3.87 -2.83
C 3.91 3.83 -3.86
C 4.33 2.59 -4.36
C 3.82 1.41 -3.83
H -0.27 -2.61 -3.58
H 1.96 -2.10 -3.46
H -2.23 -3.52 -3.97
H -3.81 -5.42 -3.44
H -4.95 -5.44 -1.21
H -4.58 -3.61 0.48
H -3.20 -1.66 -0.20
H -1.81 1.99 -2.53
H -3.62 3.69 -2.35
H -5.99 2.97 -2.65
H -6.55 0.54 -2.90
H -4.77 -1.17 -2.70
H 2.06 -2.58 -0.69
H 3.81 -4.05 0.30
H 6.21 -3.44 0.01
H 6.87 -1.33 -1.18
H 5.08 0.16 -2.09
H 1.67 2.73 -1.51
H 2.63 4.84 -2.43
H 4.29 4.77 -4.27
H 5.06 2.56 -5.16
H 4.16 0.45 -4.25
F -0.44 -1.79 0.23
C -1.18 -0.70 0.63
C -1.40 0.37 -0.23
C -1.86 1.57 0.35
F -1.74 2.81 -0.22
C -2.49 1.54 1.62
F -3.18 2.62 2.07
C -2.48 0.36 2.36
F -3.22 0.26 3.49
C -1.77 -0.75 1.89
F -1.74 -1.91 2.59
```

Results of the Löwdin charge analysis, in e, for atoms 1 through 6: Ru 1.2448; C -0.2593; C -0.3203; C -0.1547; C -0.1435; C -0.3104